#P
C4H8N4 | ωB97M-V/def2-TZVPD

Summary:
LUMO energy (eV): 0.5

```
! RIJCOSX wB97M-V def2-TZVPD def2/J DEFGRID3
* xyz 0 1
C -0.242 0.137 1.214
C -0.298 -1.273 1.326
C -0.046 -1.667 -0.072
C 0.044 -0.695 -1.019
H -1.137 0.649 2.909
H -1.018 1.955 1.710
H -0.655 -2.087 1.893
H 0.138 -2.741 -0.256
H 0.238 -0.477 -3.352
H 1.679 -0.647 -2.209
H 0.709 2.497 0.337
H 0.721 1.411 -1.733
N -0.652 1.137 1.984
N 0.767 -0.299 -2.242
N -0.066 0.417 -0.064
N -0.181 1.684 -0.426
*
```

***

#Q
C4H8N4 | ωB97M-V/def2-TZVPD

Summary:
LUMO energy (eV): 0.7
SMILES: NCCn1cnnc1

```
! RIJCOSX wB97M-V def2-TZVPD def2/J DEFGRID3
* xyz 0 1
N -1.561 1.135 -0.685
C -1.553 -0.254 -0.350
C -0.549 -0.730 0.762
N 0.753 -0.271 0.380
C 1.567 -0.902 -0.522
N 2.707 -0.250 -0.696
N 2.608 0.947 0.003
C 1.452 0.889 0.612
H -1.735 1.731 0.090
H -0.689 1.455 -1.146
H -2.572 -0.617 -0.040
H -1.357 -0.879 -1.221
H -0.625 -1.809 0.811
H -0.734 -0.303 1.743
H 1.263 -1.822 -0.960
H 1.023 1.680 1.218
*
```

***

Q: Which of them is the most stable? A: #Q.

***

#P
C4H8N4 | ωB97M-V/def2-TZVPD

Summary:
LUMO energy (eV): 0.6
SMILES: [H]/N=c1/cc[nH]n1NC

```
! RIJCOSX wB97M-V def2-TZVPD def2/J DEFGRID3
* xyz 0 1
H -0.551 2.077 0.492
N 0.421 2.136 0.043
C 0.765 0.946 -0.051
C 2.189 0.460 -0.248
C 2.051 -0.910 -0.074
N 0.711 -1.461 0.058
N -0.012 -0.188 -0.115
N -1.209 -0.212 0.635
C -2.098 -0.240 -0.493
H 3.058 1.003 -0.274
H 2.854 -1.693 -0.086
H 0.504 -1.538 1.304
H -1.207 0.596 1.239
H -2.572 0.821 -0.843
H -3.211 -0.720 -0.228
H -1.694 -1.077 -1.358
*
```

***

#Q
C4H8N4 | ωB97M-V/def2-TZVPD

Summary:
LUMO energy (eV): 0.3

```
! RIJCOSX wB97M-V def2-TZVPD def2/J DEFGRID3
* xyz 0 1
C 3.445 0.485 -0.081
C 0.816 -0.092 0.203
C -0.408 -0.588 0.046
C -4.076 -0.157 -0.149
H 2.441 1.350 -0.535
H 4.525 0.539 -0.758
H 3.509 0.670 1.190
H 1.075 1.033 0.495
H -0.578 -1.668 0.011
H -1.794 1.097 0.107
H -4.443 0.963 -0.432
H -4.858 -0.962 0.149
N 3.052 -0.940 -0.164
N 1.805 -1.192 -0.035
N -1.673 0.095 -0.103
N -2.837 -0.632 0.055
*
```

***

#R
C4H8N4 | ωB97M-V/def2-TZVPD

Summary:
LUMO energy (eV): 0.8
SMILES: [H]/N=c1\cc[nH]n1NC

```
! RIJCOSX wB97M-V def2-TZVPD def2/J DEFGRID3
* xyz 0 1
H 1.438 2.659 0.376
N 0.671 2.332 -0.173
C 0.906 1.002 -0.212
C 2.116 0.149 0.071
C 1.614 -1.168 0.208
N 0.349 -1.470 -0.338
N -0.082 0.058 -0.532
N -1.305 0.336 -0.596
C -2.234 -0.016 0.565
H 3.016 0.502 0.409
H 2.426 -1.851 0.491
H 0.407 -2.230 -0.946
H -1.765 -0.053 -1.534
H -2.147 -1.015 0.758
H -2.056 0.814 1.407
H -3.354 -0.049 0.045
*
```

***

Q: Which of them is the most stable? A: #R.

***

#P
C4H8N4 | ωB97M-V/def2-TZVPD

Summary:
LUMO energy (eV): 0.7
SMILES: [H]/N=c1\cc[nH]n1NC

```
! RIJCOSX wB97M-V def2-TZVPD def2/J DEFGRID3
* xyz 0 1
H 0.735 2.701 -0.277
N -0.150 1.988 0.070
C 0.540 0.871 -0.058
C 2.011 0.592 0.023
C 2.140 -0.701 0.128
N 0.912 -1.419 0.039
N -0.030 -0.305 -0.033
N -1.214 -0.575 0.664
C -2.272 -0.216 -0.286
H 2.649 1.378 0.595
H 2.941 -1.391 -0.242
H 0.704 -2.130 -0.829
H -1.308 0.118 1.335
H -2.103 0.747 -0.901
H -3.230 -0.279 0.433
H -2.326 -1.380 -0.660
*
```

***

#Q
C4H8N4 | ωB97M-V/def2-TZVPD

Summary:
LUMO energy (eV): 0.8
SMILES: CNc1cnc(N)[nH]1

```
! RIJCOSX wB97M-V def2-TZVPD def2/J DEFGRID3
* xyz 0 1
C 2.560 -0.055 0.472
N 1.604 -0.707 -0.689
C 0.366 -0.034 -0.477
C -0.196 1.204 -0.331
N -1.547 1.108 -0.272
C -1.861 -0.085 -0.181
N -3.228 -0.470 0.085
N -0.884 -0.934 -0.461
H 3.656 -0.026 0.017
H 2.414 -0.516 1.524
H 2.168 1.134 0.690
H 2.204 -0.110 -1.182
H 0.515 2.143 -0.362
H -3.073 -0.831 1.081
H -3.913 0.239 0.084
H -0.785 -2.060 0.001
*
```

***

#R
C4H8N4 | ωB97M-V/def2-TZVPD

Summary:
LUMO energy (eV): -0.2
SMILES: [H]\N=C(N)/C=C\C=N/N

```
! RIJCOSX wB97M-V def2-TZVPD def2/J DEFGRID3
* xyz 0 1
H -0.802 -0.024 3.327
N 0.190 0.285 2.724
C 0.134 0.274 1.452
N 1.166 0.813 0.568
C -1.068 -0.210 0.806
C -1.325 -0.654 -0.518
C 0.165 -1.227 -0.930
N 0.838 -0.633 -1.736
N 0.546 0.751 -1.898
H 2.040 1.054 1.208
H 1.065 1.065 -0.440
H -1.808 0.151 1.454
H -2.193 -1.279 -0.830
H 0.847 -2.233 -0.657
H 0.695 1.039 -2.970
H -0.491 0.828 -1.561
*
```

***

Q: Which of them is the most stable? A: #Q.

***

#P
C4H8N4 | ωB97M-V/def2-TZVPD

Summary:
LUMO energy (eV): 0.8
SMILES: C=NN1C[C@@H]1/C=N/N

```
! RIJCOSX wB97M-V def2-TZVPD def2/J DEFGRID3
* xyz 0 1
C 0.359 -2.284 1.401
N -0.060 -1.016 1.407
N 1.143 -0.125 1.220
C 0.252 1.076 1.520
C 0.855 0.847 0.203
C -0.315 0.653 -0.817
N -0.130 0.495 -2.100
N -1.639 0.427 -2.567
H -0.486 -3.066 1.752
H 1.475 -2.288 1.254
H 0.671 2.050 2.285
H -0.863 0.985 1.544
H 1.818 1.569 -0.226
H -1.238 0.533 -0.402
H -2.039 -0.300 -2.170
H -1.445 0.310 -3.594
*
```

***

#Q
C4H8N4 | ωB97M-V/def2-TZVPD

Summary:
LUMO energy (alpha / beta) (eV): -0.5 / -0.5

```
! RIJCOSX wB97M-V def2-TZVPD def2/J DEFGRID3
* xyz 0 1
C 1.111 -0.889 0.623
C -0.501 0.817 -2.091
C 0.006 -0.130 0.009
N -0.357 1.018 0.855
N 1.490 -0.614 1.824
N 0.316 -0.050 -1.278
C -1.384 -1.282 0.451
N -1.879 -2.327 0.559
H 1.590 -1.663 0.040
H -0.026 1.877 0.428
H -1.357 1.072 0.992
H 0.960 0.139 2.276
H 2.247 -1.089 2.293
H -0.117 0.826 -3.111
H -1.535 0.432 -2.121
H -0.564 1.862 -1.749
*
```

***

#R
C4H8N4 | ωB97M-V/def2-TZVPD

Summary:
LUMO energy (eV): 0.9

```
! RIJCOSX wB97M-V def2-TZVPD def2/J DEFGRID3
* xyz 0 1
C 0.011 0.475 0.086
C -0.194 1.145 -1.938
C 0.848 0.269 1.203
C 0.903 -1.217 1.335
N 1.506 1.113 1.902
N -1.187 0.965 0.008
N -1.465 1.176 -1.378
N -0.134 0.469 -3.080
H 0.251 -1.629 1.984
H 1.880 -1.305 1.750
H 0.939 -1.762 0.322
H 2.171 0.696 2.558
H -1.861 1.320 0.684
H -2.362 0.779 -1.757
H 0.747 0.538 -3.659
H -0.955 -0.074 -3.417
*
```

***

Q: Which of them is the most stable? A: #Q.

***

#P
C4H8N4 | ωB97M-V/def2-TZVPD

Summary:
LUMO energy (eV): 0.6
SMILES: [H]/N=C(N)/C(=N/[H])N1CC1

```
! RIJCOSX wB97M-V def2-TZVPD def2/J DEFGRID3
* xyz 0 1
H 1.063 -0.744 -2.575
N 0.926 -0.301 -1.612
C 0.204 -1.085 -0.830
N -0.467 -2.251 -1.149
C 0.049 -0.697 0.573
N -0.506 -1.470 1.450
H -0.531 -0.969 2.278
N 0.562 0.694 0.844
C -0.129 1.879 1.332
C 0.421 1.770 -0.079
H -1.039 -2.501 -0.347
H -0.650 -2.640 -2.065
H -1.171 1.809 1.460
H 0.431 2.523 1.984
H 1.210 2.391 -0.507
H -0.373 1.592 -0.757
*
```

***

#Q
C4H8N4 | ωB97M-V/def2-TZVPD

Summary:
LUMO energy (eV): 0.5
SMILES: [H]/N=C(N)\N=C\N1CC1

```
! RIJCOSX wB97M-V def2-TZVPD def2/J DEFGRID3
* xyz 0 1
H 2.561 0.730 0.533
N 2.659 1.038 -0.470
C 1.596 0.801 -1.149
N 1.615 0.923 -2.501
N 0.304 0.556 -0.635
C 0.067 0.376 0.640
N -1.229 0.153 1.120
C -2.086 -0.802 0.439
C -1.642 -1.009 1.853
H 2.476 0.814 -2.967
H 0.849 0.401 -2.888
H 0.762 0.575 1.462
H -1.703 -1.321 -0.419
H -3.084 -0.488 0.218
H -2.182 -0.868 2.780
H -0.963 -1.879 1.983
*
```

***

Q: Which of them is the most stable? A: #Q.

***

#P
CHBr4O2P | ωB97M-V/def2-TZVPD

Summary:
LUMO energy (eV): -0.1

```
! RIJCOSX wB97M-V def2-TZVPD def2/J DEFGRID3
* xyz 0 1
C 2.820 0.099 0.168
O -1.128 0.137 -0.381
O 1.697 0.022 0.455
P -1.329 1.610 -0.979
Br -0.638 2.832 0.700
Br 3.736 -0.845 -1.152
Br 4.013 1.335 1.130
Br 0.484 1.662 -2.372
H -0.775 0.027 0.494
*
```

***

#Q
CHBr4O2P | ωB97M-V/def2-TZVPD

Summary:
LUMO energy (eV): -0.6

```
! RIJCOSX wB97M-V def2-TZVPD def2/J DEFGRID3
* xyz 0 1
C -2.144 0.566 0.246
O 1.689 0.857 -0.371
O -1.346 1.310 -0.242
P 2.177 -0.597 -0.768
Br 3.906 -0.762 0.598
Br -3.064 -0.795 -0.953
Br -2.544 0.299 1.989
Br 0.624 -1.936 0.173
H 0.701 1.057 -0.673
*
```

***

Q: Which of them is the most stable? A: #P.

***

#P
C4H7NOS2 | ωB97M-V/def2-TZVPD

Summary:
LUMO energy (eV): 0.4

```
! RIJCOSX wB97M-V def2-TZVPD def2/J DEFGRID3
* xyz 0 1
C -0.485 1.266 0.133
C 0.261 -1.031 0.313
C -1.094 -1.014 0.969
C 0.941 0.463 -1.698
N 0.265 0.324 -0.412
O -0.134 0.545 2.718
S -0.708 2.798 -0.355
S -1.214 0.597 1.726
H 0.914 -0.860 1.085
H 0.582 -1.713 -0.414
H -1.826 -1.102 0.157
H -1.094 -1.759 1.753
H 2.062 0.447 -1.561
H 0.771 -0.469 -2.283
H 0.759 1.509 -2.132
*
```

***

#Q
C4H7NOS2 | ωB97M-V/def2-TZVPD

Summary:
LUMO energy (eV): 0.6
SMILES: CCS/C=N\SC=O

```
! RIJCOSX wB97M-V def2-TZVPD def2/J DEFGRID3
* xyz 0 1
C 0.036 2.427 0.111
C 1.065 1.352 0.222
S 0.607 -0.276 -0.427
C -0.830 -0.547 0.464
N -1.758 -1.326 0.167
S -1.417 -2.308 -1.198
C -0.101 -3.327 -0.679
O 0.601 -3.240 0.330
H 0.204 3.215 0.909
H -1.029 2.146 0.316
H 0.140 2.878 -0.803
H 1.995 1.542 -0.478
H 1.437 1.211 1.335
H -0.972 0.241 1.281
H 0.019 -3.986 -1.548
*
```

***

Q: Which of them is the most stable? A: #P.

***

#P
C4H7NOS2 | ωB97M-V/def2-TZVPD

Summary:
LUMO energy (eV): 0.5
SMILES: NSC(O)=C=CCS

```
! RIJCOSX wB97M-V def2-TZVPD def2/J DEFGRID3
* xyz 0 1
N 1.934 1.755 0.014
S 2.936 0.498 -0.591
C 1.924 -0.786 0.000
O 2.611 -1.994 -0.251
C 0.778 -0.687 0.633
C -0.534 -0.764 0.864
C -1.719 -0.592 -0.060
S -1.696 -0.535 -1.859
H 2.358 2.317 0.723
H 1.801 2.366 -0.775
H 2.106 -2.841 0.016
H -0.839 -0.711 1.897
H -2.528 -1.308 0.277
H -2.230 0.439 0.295
H -0.398 -0.693 -1.908
*
```

***

#Q
C4H7NOS2 | ωB97M-V/def2-TZVPD

Summary:
LUMO energy (eV): 0.8
SMILES: C=CO/C(CS)=N\S

```
! RIJCOSX wB97M-V def2-TZVPD def2/J DEFGRID3
* xyz 0 1
C -0.030 0.611 -1.949
C 0.464 -0.580 -1.606
O 0.355 -1.197 -0.382
C -0.014 -0.430 0.699
C 0.921 0.681 1.091
S 0.076 2.228 1.561
N -1.012 -0.712 1.431
S -2.069 -1.987 1.104
H 0.133 0.981 -2.976
H -0.597 1.222 -1.259
H 0.985 -1.221 -2.277
H 1.564 0.914 0.264
H 1.542 0.344 1.951
H -0.804 1.646 2.394
H -1.513 -2.499 -0.045
*
```

***

#R
C4H7NOS2 | ωB97M-V/def2-TZVPD

Summary:
LUMO energy (eV): 0.1
SMILES: N[C@@H](C(O)=S)[C@@H]1CS1

```
! RIJCOSX wB97M-V def2-TZVPD def2/J DEFGRID3
* xyz 0 1
N 0.443 -1.176 -0.919
C 0.624 0.059 -0.158
C 0.628 1.268 -1.109
O -0.107 1.005 -2.244
S 1.461 2.626 -0.923
C -0.425 0.238 0.978
C -0.705 -0.884 1.895
S -2.117 -0.427 0.768
H 0.299 -1.978 -0.316
H -0.306 -1.082 -1.568
H 1.651 0.017 0.287
H 0.180 1.732 -2.847
H -0.428 1.194 1.436
H -0.287 -1.867 1.749
H -0.912 -0.726 2.971
*
```

***

Q: Which of them is the most stable? A: #R.